<one>
The following is a quantum chemistry calculation of a single C3H5N3O molecule, from the Open Molecules 2025 dataset.

Computed properties:
SMILES = Nc1c[nH]c(=O)[nH]1
Spin multiplicity = 1
HOMO energy (spin up / spin down) = -7.301 / -7.128 eV

CARTESIAN COORDINATES (ANGSTROEM)
N (1.937, -0.089, -0.020)
C (0.578, -0.143, -0.007)
C (-0.296, 0.915, 0.305)
N (-1.426, 0.756, -0.549)
C (-1.537, -0.654, -0.164)
O (-1.705, -0.573, 1.100)
N (-0.198, -1.191, -0.428)
H (2.483, -0.832, -0.432)
H (2.388, 0.814, -0.013)
H (0.033, 1.901, 0.606)
H (-2.251, 1.247, -0.220)
H (-0.006, -2.149, -0.177)

---

<two>
The following is a quantum chemistry calculation of a single C3H5N3O molecule, from the Open Molecules 2025 dataset.

Computed properties:
Spin multiplicity = 1
HOMO energy (spin up / spin down) = -8.893 / -8.905 eV

CARTESIAN COORDINATES (ANGSTROEM)
O (0.903, -0.357, 1.310)
C (-0.308, 0.031, 1.836)
C (-0.687, 0.289, 0.415)
N (0.309, 1.198, -0.116)
N (0.494, 0.773, -1.286)
C (-0.077, -0.601, -1.383)
N (-1.139, -0.562, -0.445)
H (0.715, -1.171, -0.843)
H (-0.236, 0.911, 2.484)
H (-0.926, -0.759, 2.279)
H (1.217, 1.197, -1.855)
H (-0.264, -0.948, -2.396)

---

Stability check: which of them is most stable? <one>.

---

<one>
The following is a quantum chemistry calculation of a single C3H5N3O molecule, from the Open Molecules 2025 dataset.

Computed properties:
Spin multiplicity = 1
HOMO energy = -8.992 eV

CARTESIAN COORDINATES (ANGSTROEM)
C (0.292, 1.636, -0.787)
N (0.092, -1.159, -0.842)
C (0.371, -1.814, 0.253)
C (-0.270, 0.590, 0.104)
O (1.091, -0.528, 0.303)
N (0.359, -2.760, 1.049)
N (-1.151, 0.489, 0.944)
H (-0.346, -3.452, 0.800)
H (-1.738, 1.283, 1.164)
H (-0.513, 2.295, -1.115)
H (1.025, 2.214, -0.222)
H (0.789, 1.207, -1.652)

---

<two>
The following is a quantum chemistry calculation of a single C3H5N3O molecule, from the Open Molecules 2025 dataset.

Computed properties:
SMILES = Nc1conc1N
Spin multiplicity = 1
HOMO energy = -9.200 eV

CARTESIAN COORDINATES (ANGSTROEM)
N (0.516, 1.740, -0.027)
C (0.491, 0.334, -0.051)
C (1.616, -0.397, -0.204)
O (1.375, -1.702, -0.151)
N (0.010, -1.887, 0.047)
C (-0.519, -0.687, 0.114)
N (-1.871, -0.537, 0.391)
H (0.166, 2.235, -0.830)
H (0.304, 2.184, 0.852)
H (2.623, -0.033, -0.342)
H (-2.342, 0.169, -0.159)
H (-2.370, -1.419, 0.360)

---

Stability check: which of them is most stable? <two>.

---

<one>
The following is a quantum chemistry calculation of a single C3H5N3O molecule, from the Open Molecules 2025 dataset.

Computed properties:
SMILES = OCc1nc[nH]n1
Spin multiplicity = 1
HOMO energy = -9.891 eV

CARTESIAN COORDINATES (ANGSTROEM)
O (-1.408, 1.155, 0.219)
C (-1.725, -0.197, -0.146)
C (-0.333, -0.703, -0.391)
N (0.263, -0.174, -1.450)
N (1.448, 0.211, -0.957)
C (1.531, -0.091, 0.359)
N (0.452, -0.729, 0.738)
H (-0.491, 1.125, 0.567)
H (-2.342, -0.185, -1.048)
H (-2.254, -0.709, 0.664)
H (2.042, 0.793, -1.529)
H (2.341, 0.214, 1.006)

---

<two>
The following is a quantum chemistry calculation of a single C3H5N3O molecule, from the Open Molecules 2025 dataset.

Computed properties:
SMILES = N/N=C(\O)[C@@H]1C=N1
Spin multiplicity = 1
HOMO energy = -8.266 eV

CARTESIAN COORDINATES (ANGSTROEM)
N (0.172, 1.035, 0.034)
C (-0.318, -0.077, -0.345)
N (0.071, 2.146, -0.755)
C (0.609, -0.969, 1.797)
C (-0.154, -1.233, 0.542)
O (-0.987, -0.246, -1.533)
N (1.235, -1.650, 0.963)
H (-1.140, -1.182, -1.693)
H (0.808, 2.801, -0.531)
H (-0.015, 1.965, -1.751)
H (0.618, -0.567, 2.782)
H (-0.899, -2.022, 0.490)

---

Stability check: which of them is most stable? <one>.

---

<one>
The following is a quantum chemistry calculation of a single C3H5N3O molecule, from the Open Molecules 2025 dataset.

Computed properties:
SMILES = Cn1ncc[n+]1[O-]
Spin multiplicity = 1
HOMO energy = -8.513 eV

CARTESIAN COORDINATES (ANGSTROEM)
C (1.567, 1.003, 0.087)
C (1.667, -0.375, -0.043)
C (-1.836, -0.026, -0.010)
N (0.272, 1.330, 0.011)
N (-0.439, 0.218, 0.058)
N (0.448, -0.890, -0.003)
O (0.145, -2.061, 0.150)
H (2.190, 1.850, 0.133)
H (2.518, -0.951, -0.142)
H (-2.224, 0.967, -0.337)
H (-2.151, -0.768, -0.848)
H (-2.156, -0.298, 0.945)

---

<two>
The following is a quantum chemistry calculation of a single C3H5N3O molecule, from the Open Molecules 2025 dataset.

Computed properties:
SMILES = Nc1c[nH]c(O)n1
Spin multiplicity = 1
HOMO energy = -7.573 eV

CARTESIAN COORDINATES (ANGSTROEM)
N (-2.094, 0.457, -0.739)
C (-0.788, 0.259, -0.274)
C (0.101, 1.176, 0.212)
N (1.265, 0.437, 0.436)
C (0.982, -0.839, 0.133)
O (1.958, -1.732, 0.399)
N (-0.233, -1.011, -0.322)
H (-2.587, 1.202, -0.264)
H (-2.628, -0.401, -0.688)
H (0.041, 2.246, 0.347)
H (2.115, 0.695, 0.910)
H (1.887, -2.512, -0.161)

---

Stability check: which of them is most stable? <two>.

---

<one>
The following is a quantum chemistry calculation of a molecular structure, C4H10NOP, from the Open Molecules 2025 dataset.

Computed properties:
Spin multiplicity = 1
HOMO energy = -8.652 eV

CARTESIAN COORDINATES (ANGSTROEM)
C (0.099, -1.447, -0.252)
C (1.764, -0.617, -1.879)
C (-2.080, 1.808, 1.198)
C (1.051, -1.653, -1.177)
N (-0.646, -0.219, -0.015)
O (0.445, 0.936, 2.327)
P (-1.369, 0.120, 1.382)
H (-0.327, -2.177, 0.385)
H (2.721, -0.229, -1.350)
H (1.149, 0.297, -2.181)
H (2.233, -0.985, -2.877)
H (-2.831, 1.721, 0.432)
H (-2.530, 2.025, 2.173)
H (-1.343, 2.486, 0.764)
H (0.547, 0.149, 2.920)
H (1.338, -2.720, -1.249)
H (-0.221, 0.504, -0.602)

---

<two>
The following is a quantum chemistry calculation of 2 unconnected molecules or ions with the total composition C4H10NOP, from the Open Molecules 2025 dataset.

Computed properties:
SMILES = C/C=C/O.C=NP
Spin multiplicity = 1
HOMO energy = -8.320 eV

CARTESIAN COORDINATES (ANGSTROEM)
C (2.058, -0.802, -0.346)
C (0.818, 1.353, -0.707)
C (-1.758, 0.057, 1.387)
C (1.272, 0.176, 0.055)
N (-1.114, -0.719, 0.643)
O (2.356, -1.863, 0.459)
P (-1.600, -0.790, -1.006)
H (2.230, -0.886, -1.432)
H (1.088, 2.160, -0.111)
H (1.447, 1.188, -1.675)
H (-0.261, 1.267, -0.955)
H (-1.434, 0.245, 2.347)
H (-2.666, 0.455, 1.024)
H (1.930, -1.726, 1.288)
H (0.975, 0.110, 1.073)
H (-2.922, -0.650, -0.779)
H (-1.619, -2.112, -1.026)

---

Stability check: which of them is most stable? <one>.

---

<one>
The following is a quantum chemistry calculation of 2 unconnected molecules or ions with the total composition C4H10NO, from the Open Molecules 2025 dataset.

Computed properties:
Total charge = +1
Spin multiplicity = 1
HOMO energy = -14.524 eV

CARTESIAN COORDINATES (ANGSTROEM)
C (1.673, 0.692, 0.892)
C (0.645, 0.307, -0.173)
C (0.249, 1.119, -1.140)
C (0.274, -1.947, 0.682)
N (-0.170, -0.856, 0.202)
H (2.169, -0.178, 1.319)
H (2.364, 1.344, 0.355)
H (1.118, 1.284, 1.616)
H (-0.611, 0.898, -1.756)
H (0.988, 1.773, -1.583)
H (-0.298, -2.852, 0.532)
H (1.346, -2.098, 0.837)
H (-1.115, -0.860, -0.224)
H (-2.695, 1.188, -0.345)
H (-3.250, -0.052, -0.961)
O (-2.686, 0.239, -0.253)

---

<two>
The following is a quantum chemistry calculation of 2 unconnected molecules or ions with the total composition C4H10NO, from the Open Molecules 2025 dataset.

Computed properties:
Total charge = +1
Spin multiplicity = 1
HOMO energy = -14.548 eV

CARTESIAN COORDINATES (ANGSTROEM)
C (-0.265, 1.871, 1.209)
C (0.158, 1.039, 0.044)
C (0.229, 1.415, -1.229)
C (-0.314, -1.034, 1.235)
N (0.258, -0.378, 0.313)
H (0.403, 1.682, 2.051)
H (-0.212, 2.928, 0.956)
H (-1.303, 1.675, 1.480)
H (0.308, 0.652, -1.989)
H (0.422, 2.466, -1.369)
H (-0.551, -2.086, 1.118)
H (-0.811, -0.521, 2.051)
H (0.489, -0.927, -0.520)
H (0.320, -2.318, -2.286)
H (0.670, -3.648, -1.594)
O (0.200, -2.816, -1.471)

---

<three>
The following is a quantum chemistry calculation of a gas-phase ion, C4H10NO (charge +1), from the Open Molecules 2025 dataset.

Computed properties:
SMILES = C[C@@H](C=[NH2+])CO
Total charge = +1
Spin multiplicity = 1
HOMO energy = -15.444 eV

CARTESIAN COORDINATES (ANGSTROEM)
C (-1.019, -0.784, 0.574)
C (0.505, -0.257, 0.417)
C (1.491, -0.833, -0.654)
C (0.468, 1.245, 0.308)
N (-0.506, 1.825, -0.262)
O (-2.066, -0.586, -0.374)
H (-1.077, -1.778, 0.777)
H (-1.319, -0.284, 1.407)
H (2.140, -1.638, -0.229)
H (2.046, -0.045, -0.940)
H (0.823, -1.290, -1.491)
H (1.253, 1.930, 0.799)
H (1.029, -0.237, 1.437)
H (-1.297, 1.146, -0.625)
H (-1.754, -1.227, -1.006)
H (-0.716, 2.813, -0.137)

---

Stability check: which of them is most stable? <two>.

---

<one>
The following is a quantum chemistry calculation of 2 unconnected molecules or ions with the total composition C4H10NO, from the Open Molecules 2025 dataset.

Computed properties:
Total charge = +1
Spin multiplicity = 1
HOMO energy = -12.243 eV

CARTESIAN COORDINATES (ANGSTROEM)
O (-0.518, -0.027, 0.793)
C (0.057, -1.078, 0.600)
C (1.094, -1.161, -0.426)
C (1.483, -0.023, -1.254)
C (2.213, 1.004, -0.315)
N (-3.649, 0.757, 0.520)
H (-0.134, -1.987, 1.159)
H (1.771, -2.002, -0.368)
H (0.658, 0.412, -1.844)
H (2.069, -0.275, -2.137)
H (2.409, 1.936, -0.850)
H (1.525, 1.164, 0.505)
H (3.127, 0.518, 0.040)
H (-2.780, 0.320, 0.286)
H (-4.043, 0.603, 1.428)
H (-3.935, 1.580, 0.025)

---

<two>
The following is a quantum chemistry calculation of 2 unconnected molecules or ions with the total composition C4H10NO, from the Open Molecules 2025 dataset.

Computed properties:
Total charge = +1
Spin multiplicity = 1
HOMO energy = -13.890 eV

CARTESIAN COORDINATES (ANGSTROEM)
C (1.744, 0.955, -0.084)
C (-3.133, 0.754, 0.217)
C (2.818, -1.135, 0.189)
C (-2.319, -0.383, -0.318)
N (1.809, -0.296, -0.250)
O (-1.106, -0.176, -0.386)
H (0.768, 1.458, -0.204)
H (2.492, 1.650, 0.083)
H (-2.512, 1.658, 0.339)
H (-3.648, 0.385, 1.169)
H (-3.932, 1.087, -0.585)
H (2.411, -1.477, 1.071)
H (3.665, -0.577, 0.291)
H (2.929, -2.027, -0.486)
H (-2.925, -1.219, -0.608)
H (0.940, -0.657, -0.436)

---

<three>
The following is a quantum chemistry calculation of 2 unconnected molecules or ions with the total composition C4H10NO, from the Open Molecules 2025 dataset.

Computed properties:
Total charge = +1
Spin multiplicity = 1
HOMO energy = -13.410 eV

CARTESIAN COORDINATES (ANGSTROEM)
C (-1.160, 2.246, -0.299)
C (-1.003, 0.700, -0.050)
C (-0.435, -0.181, -0.955)
N (0.492, -1.216, -0.479)
C (1.092, -2.101, -1.159)
H (-2.276, 2.557, -0.461)
H (-0.622, 2.570, -1.258)
H (-0.743, 2.745, 0.650)
H (-1.617, 0.418, 0.781)
H (-0.474, -0.419, -2.036)
H (1.015, -1.097, 0.445)
H (0.767, -2.396, -2.195)
H (1.892, -2.658, -0.679)
H (0.595, 0.212, 2.611)
H (1.413, -0.923, 2.966)
O (1.064, -0.457, 2.119)

---

<four>
The following is a quantum chemistry calculation of a gas-phase ion, C4H10NO (charge +1), from the Open Molecules 2025 dataset.

Computed properties:
SMILES = C[C@@H]1[NH2+][C@]1(C)O
Total charge = +1
Spin multiplicity = 1
HOMO energy = -16.000 eV

CARTESIAN COORDINATES (ANGSTROEM)
C (-0.679, -0.411, -0.189)
C (0.598, 0.302, -0.016)
C (-2.117, 0.380, -0.342)
C (1.888, -0.337, -0.438)
N (-0.106, -0.427, 1.168)
O (0.552, 1.634, 0.115)
H (-0.687, -1.363, -0.700)
H (-2.009, 1.384, 0.050)
H (-2.869, -0.184, 0.194)
H (-2.355, 0.419, -1.396)
H (2.704, -0.049, 0.223)
H (2.128, 0.000, -1.445)
H (1.816, -1.421, -0.456)
H (-0.579, 0.156, 1.859)
H (0.253, -1.296, 1.559)
H (1.418, 2.021, 0.318)

---

Stability check: which of them is most stable? <four>.

---

<one>
The following is a quantum chemistry calculation of a molecular structure, C4H10NO, from the Open Molecules 2025 dataset.

Computed properties:
Total charge = +1
Spin multiplicity = 1
HOMO energy = -15.484 eV

CARTESIAN COORDINATES (ANGSTROEM)
C (1.982, 0.010, 0.198)
C (1.458, -1.254, 0.654)
C (-3.018, 0.463, 0.267)
C (-1.640, 0.137, 0.330)
N (1.365, -0.940, -0.752)
O (-0.910, 0.095, -0.718)
H (1.481, 0.899, 0.495)
H (3.062, 0.249, 0.130)
H (0.528, -1.436, 1.288)
H (-3.359, 0.153, -0.747)
H (-3.156, 1.556, 0.229)
H (-3.548, -0.009, 1.209)
H (2.087, -2.092, 0.703)
H (0.134, -0.657, -0.798)
H (-1.091, 0.016, 1.317)
H (1.950, -1.466, -1.418)

---

<two>
The following is a quantum chemistry calculation of 2 unconnected molecules or ions with the total composition C4H10NO, from the Open Molecules 2025 dataset.

Computed properties:
Total charge = +1
Spin multiplicity = 1
HOMO energy (spin up / spin down) = -13.388 / -13.810 eV

CARTESIAN COORDINATES (ANGSTROEM)
C (-1.501, -1.753, -0.064)
C (-0.683, -0.742, 0.030)
C (-1.818, 1.602, 0.133)
C (1.518, 0.626, -0.035)
N (0.753, -0.690, 0.220)
O (2.815, 0.415, 0.078)
H (-1.023, -2.671, -0.044)
H (-2.473, -1.457, -0.088)
H (-2.607, 1.145, 0.645)
H (-1.977, 1.438, -0.889)
H (-1.007, 2.163, 0.429)
H (1.061, 1.017, -1.099)
H (1.374, 1.295, 0.832)
H (1.123, -0.966, 1.092)
H (1.287, -1.364, -0.502)
H (3.158, -0.056, -0.736)

---

<three>
The following is a quantum chemistry calculation of 2 unconnected molecules or ions with the total composition C4H10NO, from the Open Molecules 2025 dataset.

Computed properties:
Total charge = +1
Spin multiplicity = 1
HOMO energy = -14.391 eV

CARTESIAN COORDINATES (ANGSTROEM)
C (0.748, -1.925, 0.731)
C (-0.416, -1.025, 0.439)
C (-1.690, -1.137, 0.797)
C (1.031, 0.969, 0.109)
N (-0.082, 0.333, 0.043)
H (1.527, -1.538, 0.075)
H (0.487, -2.945, 0.428)
H (1.106, -1.951, 1.754)
H (-2.455, -0.377, 0.700)
H (-2.018, -2.073, 1.233)
H (1.120, 2.032, 0.193)
H (1.902, 0.353, -0.100)
H (-0.848, 0.936, -0.253)
H (0.426, 2.949, -2.492)
H (-0.861, 2.718, -2.023)
O (0.025, 2.681, -1.635)

---

<four>
The following is a quantum chemistry calculation of 2 unconnected molecules or ions with the total composition C4H10NO, from the Open Molecules 2025 dataset.

Computed properties:
Total charge = +1
Spin multiplicity = 1
HOMO energy (spin up / spin down) = -12.626 / -12.719 eV

CARTESIAN COORDINATES (ANGSTROEM)
C (2.393, -0.103, -0.710)
C (1.937, -0.532, 0.412)
C (-1.415, 1.898, 0.089)
C (-0.554, -0.374, 0.425)
N (-1.037, -1.644, -0.219)
O (-0.918, 0.670, -0.375)
H (3.438, 0.062, -1.014)
H (1.815, 0.250, -1.592)
H (2.369, -0.846, 1.379)
H (-2.442, 1.879, 0.610)
H (-1.427, 2.513, -0.818)
H (-0.761, 2.291, 0.954)
H (-0.668, -0.272, 1.578)
H (-1.695, -2.249, 0.510)
H (-1.572, -1.382, -1.013)
H (-0.203, -2.200, -0.333)

---

Stability check: which of them is most stable? <three>.